# C27H36N3O4

2 unconnected molecules or ions with the total composition C27H36N3O4 in a non-equilibrium geometry (ωB97M-V/def2-TZVPD, the OMol25 dataset).

Each line ends with the Mulliken charge.
Geometry (Å):
1 C -3.32 -1.47 4.30  -2.444
2 C -2.34 -0.40 3.84  2.627
3 C -2.94 0.25 2.60  -0.734
4 C -2.18 0.63 4.97  -1.494
5 C -0.97 -1.01 3.52  -0.474
6 C 0.17 -0.16 3.24  0.262
7 O 0.03 1.08 2.94  -0.083
8 C 1.49 -0.76 3.34  -0.473
9 C 2.73 0.13 3.49  2.657
10 C 4.00 -0.70 3.69  -2.406
11 C 2.54 1.07 4.69  -1.531
12 C 2.90 0.98 2.23  -1.311
13 C 1.60 -2.14 3.29  -0.238
14 C 0.47 -2.95 3.38  -1.659
15 C -0.79 -2.38 3.50  -0.153
16 H -2.93 -2.02 5.16  0.456
17 H -4.27 -1.01 4.60  0.430
18 H -3.53 -2.17 3.49  0.443
19 H -2.22 0.94 2.15  -0.200
20 H -3.21 -0.51 1.86  0.354
21 H -3.85 0.79 2.88  0.447
22 H -1.53 1.45 4.65  0.143
23 H -3.16 1.03 5.25  0.410
24 H -1.73 0.15 5.84  0.320
25 H 4.22 -1.31 2.81  0.411
26 H 4.86 -0.04 3.86  0.433
27 H 3.90 -1.36 4.56  0.476
28 H 1.73 1.77 4.48  0.115
29 H 2.31 0.48 5.59  0.344
30 H 3.46 1.64 4.87  0.437
31 H 2.01 1.58 2.08  -0.145
32 H 3.75 1.66 2.33  0.484
33 H 3.05 0.33 1.35  0.314
34 H 2.58 -2.61 3.19  0.391
35 H 0.58 -4.03 3.41  0.310
36 H -1.66 -3.03 3.59  0.356
37 C -3.63 5.26 3.55  -1.171
38 C -2.13 5.28 3.31  -0.292
39 O -1.79 3.92 2.93  -0.081
40 C -0.49 3.59 2.77  -0.446
41 C -0.36 2.56 1.70  1.413
42 C 0.55 2.83 0.66  -0.275
43 C 0.63 1.85 -0.46  -1.307
44 N 1.22 3.99 0.72  0.627
45 N 1.81 4.43 -0.34  -1.003
46 C 2.99 5.17 -0.06  0.375
47 N 3.26 5.85 -1.23  -0.029
48 C 4.27 6.77 -1.47  0.539
49 C 4.23 7.50 -2.68  -0.432
50 C 5.22 8.45 -2.96  -0.475
51 C 6.26 8.67 -2.05  -0.447
52 C 6.30 7.95 -0.85  -0.527
53 C 5.31 7.00 -0.55  -0.385
54 O 3.64 5.15 0.98  -0.676
55 O 0.41 3.99 3.48  -0.611
56 H -3.96 6.26 3.83  0.411
57 H -4.16 4.97 2.63  0.282
58 H -3.92 4.58 4.36  0.273
59 H -1.88 5.93 2.47  0.305
60 H -1.60 5.57 4.22  0.296
61 H -1.27 2.08 1.38  0.379
62 H -0.30 1.87 -1.05  0.326
63 H 1.48 2.09 -1.11  0.377
64 H 0.76 0.84 -0.04  0.251
65 H 2.55 5.66 -1.93  0.244
66 H 3.42 7.33 -3.39  0.292
67 H 5.18 9.02 -3.89  0.332
68 H 7.03 9.41 -2.27  0.338
69 H 7.11 8.11 -0.13  0.333
70 H 5.31 6.44 0.38  0.492

Its charge is -1. Its electronic energy is -41243.057 eV. The frontier orbital gap is 6.138 eV.

# C36H52F21INO16S

8 unconnected molecules or ions with the total composition C36H52F21INO16S (ωB97M-V/def2-TZVPD, the OMol25 dataset).

Each line ends with the Mulliken charge.
Geometry (Å):
1 O 0.39 0.12 3.96  -0.661
2 S 1.40 -0.05 2.94  0.933
3 O 1.77 -1.35 2.49  -0.545
4 C 0.98 0.93 1.49  -1.086
5 C -0.44 1.51 1.25  -0.105
6 C -0.53 3.06 1.09  -1.127
7 C -1.35 3.60 2.29  -0.556
8 C -1.36 2.41 3.22  -0.257
9 N -1.49 1.24 2.30  0.169
10 C -2.84 1.12 1.63  -1.102
11 C -4.03 1.33 2.57  0.221
12 C -5.13 0.30 2.31  -1.711
13 I -5.21 -1.18 3.84  0.045
14 H 2.51 0.60 3.37  0.220
15 H 1.22 0.24 0.68  0.061
16 H 1.70 1.75 1.44  0.714
17 H -0.77 1.07 0.31  0.540
18 H -1.04 3.29 0.16  0.357
19 H 0.46 3.52 1.02  0.496
20 H -2.36 3.88 1.98  0.225
21 H -0.86 4.44 2.77  0.657
22 H -2.06 2.38 4.05  0.627
23 H -0.37 2.33 3.67  -0.212
24 H -1.34 0.36 2.80  0.475
25 H -2.85 1.81 0.79  0.385
26 H -2.86 0.10 1.23  0.706
27 H -4.45 2.33 2.42  0.173
28 H -3.71 1.26 3.60  0.295
29 H -4.99 -0.27 1.39  0.458
30 H -6.12 0.75 2.28  0.538
31 C 2.12 2.76 7.82  -1.343
32 C 1.16 2.92 6.67  0.146
33 O 1.40 4.16 5.95  -0.306
34 C 2.37 4.14 5.06  0.466
35 O 3.06 3.21 4.74  -0.560
36 C 2.48 5.52 4.37  0.811
37 F 2.41 6.52 5.23  -0.243
38 F 1.45 5.64 3.50  -0.211
39 F 3.61 5.61 3.68  -0.241
40 H 2.07 3.63 8.48  0.338
41 H 1.87 1.87 8.39  0.404
42 H 3.15 2.66 7.46  0.336
43 H 0.13 3.01 7.01  0.375
44 H 1.22 2.08 5.97  0.052
45 C -7.38 4.24 7.58  -1.123
46 C -6.29 5.28 7.65  -0.217
47 O -5.20 4.96 6.73  -0.292
48 C -5.38 5.32 5.48  0.138
49 O -6.32 5.87 4.98  -0.504
50 C -4.13 4.94 4.65  1.198
51 F -3.70 3.70 4.92  -0.286
52 F -3.12 5.78 4.90  -0.281
53 F -4.40 4.99 3.34  -0.294
54 H -6.98 3.25 7.78  0.308
55 H -8.14 4.47 8.32  0.384
56 H -7.86 4.24 6.60  0.321
57 H -5.81 5.31 8.63  0.320
58 H -6.66 6.28 7.41  0.339
59 C -7.48 -2.76 -2.83  -1.083
60 C -7.78 -1.32 -2.48  -0.232
61 O -8.55 -1.23 -1.25  -0.317
62 C -7.87 -1.29 -0.13  0.373
63 O -6.68 -1.38 0.01  -0.519
64 C -8.83 -1.17 1.08  0.894
65 F -9.93 -1.90 0.91  -0.241
66 F -9.19 0.11 1.22  -0.265
67 F -8.23 -1.57 2.20  -0.213
68 H -8.40 -3.34 -2.89  0.309
69 H -6.97 -2.80 -3.79  0.373
70 H -6.83 -3.21 -2.08  0.314
71 H -8.42 -0.85 -3.22  0.321
72 H -6.88 -0.72 -2.37  0.302
73 C 3.19 -0.05 -1.68  -0.826
74 C 2.98 0.77 -2.94  -0.510
75 O 2.84 -0.10 -4.09  -0.304
76 C 1.63 -0.60 -4.26  0.356
77 O 0.66 -0.41 -3.59  -0.549
78 C 1.60 -1.49 -5.53  0.920
79 F 2.66 -2.30 -5.58  -0.236
80 F 1.61 -0.71 -6.62  -0.254
81 F 0.50 -2.23 -5.55  -0.240
82 H 4.05 -0.70 -1.78  0.241
83 H 3.36 0.62 -0.84  0.327
84 H 2.31 -0.66 -1.48  0.326
85 H 3.85 1.38 -3.17  0.372
86 H 2.10 1.41 -2.88  0.369
87 C 1.59 -4.59 3.00  -0.922
88 C 2.54 -5.61 2.40  -0.340
89 O 1.84 -6.81 2.01  -0.311
90 C 1.21 -6.76 0.85  0.341
91 O 1.16 -5.84 0.10  -0.529
92 C 0.54 -8.12 0.55  0.916
93 F -0.09 -8.61 1.63  -0.244
94 F 1.48 -9.01 0.18  -0.251
95 F -0.34 -8.00 -0.43  -0.235
96 H 1.06 -5.02 3.84  0.341
97 H 2.15 -3.72 3.34  0.301
98 H 0.87 -4.26 2.25  0.282
99 H 3.28 -5.95 3.12  0.329
100 H 3.06 -5.21 1.53  0.331
101 C 8.35 -4.38 -4.27  -1.084
102 C 8.28 -2.88 -4.29  -0.237
103 O 7.40 -2.38 -3.25  -0.272
104 C 7.93 -2.28 -2.04  0.278
105 O 9.04 -2.54 -1.70  -0.511
106 C 6.88 -1.71 -1.06  0.978
107 F 5.68 -2.28 -1.22  -0.257
108 F 6.73 -0.39 -1.28  -0.256
109 F 7.26 -1.88 0.20  -0.258
110 H 7.35 -4.81 -4.36  0.302
111 H 8.95 -4.73 -5.11  0.379
112 H 8.80 -4.74 -3.35  0.317
113 H 7.84 -2.50 -5.21  0.302
114 H 9.26 -2.42 -4.16  0.329
115 C 1.60 -1.13 -10.15  -1.101
116 C 2.76 -0.17 -9.98  -0.170
117 O 3.93 -0.64 -10.70  -0.336
118 C 3.96 -0.35 -12.00  0.324
119 O 3.14 0.25 -12.62  -0.506
120 C 5.27 -0.86 -12.62  0.922
121 F 5.55 -2.11 -12.21  -0.246
122 F 6.29 -0.07 -12.25  -0.252
123 F 5.19 -0.86 -13.94  -0.236
124 H 1.89 -2.13 -9.84  0.291
125 H 0.77 -0.80 -9.53  0.332
126 H 1.27 -1.16 -11.18  0.394
127 H 3.09 -0.13 -8.94  0.249
128 H 2.51 0.83 -10.31  0.337

Its charge is +1. Its electronic energy is -148424.414 eV. The frontier orbital gap is 9.407 eV.

# C6H17InNO10PS

A molecular structure, C6H17InNO10PS in a non-equilibrium geometry (ωB97M-V/def2-TZVPD, the OMol25 dataset).

Each line ends with the Mulliken charge.
Geometry (Å):
1 In -26.58 -21.00 4.63  0.735
2 P -29.59 -19.77 3.41  0.801
3 O -30.28 -18.39 3.70  -0.638
4 O -29.34 -20.59 4.72  -0.612
5 O -28.24 -19.61 2.70  -0.431
6 O -30.57 -20.59 2.49  -0.491
7 S -26.33 -22.79 1.54  1.120
8 O -25.68 -24.07 1.76  -0.700
9 O -27.41 -22.69 2.49  -0.518
10 O -25.47 -21.75 1.94  -0.660
11 O -26.83 -22.48 0.20  -0.700
12 C -29.98 -24.59 6.88  -1.680
13 C -28.60 -23.91 6.81  0.252
14 C -27.41 -24.86 6.81  -0.492
15 O -27.21 -25.27 8.17  -0.344
16 C -26.19 -26.15 8.26  -0.812
17 N -28.54 -23.01 5.65  -0.194
18 H -30.83 -23.93 6.98  0.412
19 H -30.04 -25.18 7.80  0.372
20 H -30.21 -25.18 6.00  0.406
21 H -28.54 -23.27 7.70  0.159
22 H -26.53 -24.32 6.46  0.297
23 H -27.58 -25.73 6.18  0.443
24 H -25.94 -26.35 9.30  0.249
25 H -25.26 -25.80 7.80  0.309
26 H -26.55 -27.05 7.76  0.340
27 H -29.16 -22.24 5.85  0.261
28 H -29.14 -23.40 4.94  0.107
29 C -24.68 -22.58 9.27  -0.985
30 C -24.19 -22.00 7.98  -0.403
31 O -25.29 -21.40 7.28  -0.368
32 H -25.52 -23.26 9.09  0.215
33 H -24.99 -21.84 10.01  0.396
34 H -23.79 -23.04 9.69  0.326
35 H -23.87 -22.77 7.28  0.274
36 H -23.39 -21.30 8.22  0.327
37 H -25.50 -20.64 7.84  0.228

The relative energy (zero: lowest compared OMol25 entry of this formula, charge and spin) is 0.0 kcal per mole. Its charge is -2. Its electronic energy is -53757.863 eV. The frontier orbital gap is 3.338 eV.

# C47H113F6N15O12P3S2

9 unconnected molecules or ions with the total composition C47H113F6N15O12P3S2 in a non-equilibrium geometry (ωB97M-V/def2-TZVPD, the OMol25 dataset).

Each line ends with the Mulliken charge.
Geometry (Å):
1 C 16.06 -14.63 8.16  0.671
2 F 15.84 -13.94 9.24  -0.213
3 F 17.02 -14.01 7.43  -0.237
4 F 16.48 -15.83 8.46  -0.229
5 S 14.45 -14.74 7.09  0.942
6 O 14.33 -13.32 6.64  -0.578
7 O 14.81 -15.63 6.00  -0.636
8 N 13.22 -15.33 8.19  -0.397
9 S 12.38 -14.05 8.28  1.115
10 O 12.94 -13.08 9.17  -0.630
11 O 11.83 -13.58 7.05  -0.628
12 C 10.72 -14.57 9.22  0.492
13 F 9.89 -15.26 8.40  -0.215
14 F 10.94 -15.26 10.38  -0.226
15 F 10.02 -13.41 9.59  -0.233
16 C 12.41 -20.31 10.33  0.195
17 O 11.72 -21.20 9.89  -0.621
18 N 12.36 -19.89 11.60  0.083
19 C 13.28 -18.92 12.12  -0.869
20 C 11.40 -20.53 12.62  -0.909
21 H 13.06 -19.61 9.77  0.292
22 H 14.12 -18.79 11.43  0.339
23 H 13.52 -19.29 13.11  0.294
24 H 12.89 -17.90 12.17  0.246
25 H 10.61 -21.15 12.19  0.285
26 H 11.96 -21.12 13.35  0.321
27 H 10.87 -19.75 13.17  0.344
28 C 24.00 -17.60 13.86  0.212
29 O 24.33 -16.72 14.68  -0.616
30 N 22.75 -18.13 13.95  -0.010
31 C 22.22 -18.73 12.75  -0.983
32 C 21.67 -17.57 14.80  -0.847
33 H 24.57 -17.88 12.96  0.306
34 H 21.53 -18.11 12.17  0.312
35 H 21.72 -19.61 13.15  0.332
36 H 22.91 -19.14 12.00  0.375
37 H 21.23 -18.54 15.02  0.340
38 H 21.98 -17.00 15.68  0.286
39 H 20.92 -17.10 14.17  0.293
40 C 12.55 -5.69 11.10  0.133
41 O 12.35 -4.53 11.49  -0.601
42 N 13.42 -5.96 10.11  0.132
43 C 13.61 -7.32 9.67  -0.970
44 C 14.44 -4.95 9.67  -0.933
45 H 11.90 -6.52 11.42  0.304
46 H 14.28 -7.94 10.27  0.303
47 H 14.04 -7.41 8.67  0.298
48 H 12.63 -7.78 9.62  0.340
49 H 14.53 -4.84 8.59  0.328
50 H 14.24 -3.95 10.07  0.309
51 H 15.49 -5.21 9.78  0.356
52 O 15.10 -24.22 6.60  -0.847
53 P 16.57 -24.35 6.51  0.381
54 N 17.49 -24.17 7.93  0.180
55 C 16.88 -24.27 9.23  -0.999
56 C 19.00 -24.40 8.06  -1.114
57 N 17.35 -23.29 5.46  0.328
58 C 17.20 -23.35 4.02  -1.326
59 C 17.84 -22.02 5.84  -1.073
60 N 17.15 -25.92 6.05  0.235
61 C 16.77 -27.07 6.90  -0.998
62 C 17.91 -26.18 4.88  -0.817
63 H 15.92 -23.76 9.19  0.345
64 H 17.52 -23.86 10.00  0.347
65 H 16.66 -25.32 9.47  0.293
66 H 19.05 -25.25 8.73  0.470
67 H 19.35 -23.62 8.74  0.279
68 H 19.38 -24.59 7.05  0.334
69 H 16.79 -22.44 3.60  0.421
70 H 18.14 -23.46 3.48  0.339
71 H 16.52 -24.16 3.76  0.441
72 H 17.75 -21.18 5.16  0.367
73 H 17.40 -21.69 6.78  0.316
74 H 18.88 -22.27 6.08  0.300
75 H 17.03 -27.96 6.32  0.380
76 H 17.42 -27.07 7.78  0.259
77 H 15.69 -27.13 7.05  0.281
78 H 17.67 -25.70 3.94  0.258
79 H 17.80 -27.25 4.68  0.303
80 H 18.99 -26.08 4.87  0.317
81 O 17.86 -11.39 -0.70  -0.883
82 P 19.09 -12.26 -0.66  0.410
83 N 20.33 -11.55 0.25  0.207
84 C 20.09 -11.15 1.66  -1.019
85 C 21.16 -10.55 -0.43  -1.072
86 N 19.76 -12.58 -2.19  0.227
87 C 21.06 -13.30 -2.31  -1.033
88 C 18.94 -12.72 -3.41  -1.082
89 N 18.81 -13.84 -0.06  0.274
90 C 19.71 -14.58 0.95  -0.913
91 C 17.50 -14.41 -0.25  -0.930
92 H 19.41 -11.83 2.16  0.317
93 H 19.67 -10.14 1.71  0.347
94 H 20.99 -11.06 2.26  0.331
95 H 21.25 -10.74 -1.49  0.366
96 H 22.16 -10.52 0.01  0.288
97 H 20.63 -9.62 -0.18  0.332
98 H 20.91 -14.27 -2.79  0.325
99 H 21.76 -12.66 -2.85  0.296
100 H 21.43 -13.51 -1.30  0.323
101 H 18.87 -13.75 -3.76  0.264
102 H 18.02 -12.16 -3.20  0.361
103 H 19.42 -12.16 -4.22  0.392
104 H 20.69 -14.22 0.64  0.301
105 H 19.37 -14.37 1.96  0.321
106 H 19.59 -15.67 0.88  0.337
107 H 16.73 -14.02 0.42  0.335
108 H 17.51 -15.49 -0.07  0.307
109 H 17.02 -14.23 -1.21  0.270
110 O 23.88 -6.44 8.98  -0.841
111 P 22.45 -6.01 8.94  0.438
112 N 21.38 -7.29 9.38  0.205
113 C 21.45 -7.88 10.72  -1.013
114 C 21.07 -8.35 8.41  -0.995
115 N 21.86 -5.75 7.31  0.244
116 C 20.58 -5.19 6.85  -1.200
117 C 22.69 -6.05 6.16  -1.105
118 N 22.06 -4.69 9.98  0.288
119 C 23.16 -3.78 10.42  -1.000
120 C 20.78 -4.15 9.94  -1.101
121 H 20.55 -8.42 11.01  0.328
122 H 21.76 -7.20 11.51  0.301
123 H 22.23 -8.64 10.70  0.368
124 H 20.94 -8.06 7.37  0.209
125 H 20.17 -8.81 8.84  0.346
126 H 22.01 -8.89 8.35  0.358
127 H 20.84 -4.19 6.48  0.369
128 H 20.18 -5.92 6.14  0.455
129 H 19.72 -5.08 7.51  0.320
130 H 23.28 -6.87 6.56  0.348
131 H 22.08 -6.47 5.36  0.385
132 H 23.35 -5.20 5.97  0.301
133 H 22.92 -3.36 11.39  0.306
134 H 24.16 -4.21 10.31  0.311
135 H 23.08 -2.89 9.79  0.363
136 H 20.06 -4.97 9.89  0.310
137 H 20.69 -3.70 8.95  0.328
138 H 20.50 -3.50 10.77  0.373
139 C 3.61 -11.09 1.16  -1.988
140 C 4.67 -11.96 1.93  1.892
141 C 5.35 -10.89 2.74  -1.552
142 C 6.18 -11.46 3.98  -0.766
143 C 5.26 -12.26 4.88  -1.093
144 C 4.43 -13.35 4.13  1.304
145 N 3.98 -12.76 2.86  0.325
146 O 3.20 -13.69 2.23  -0.524
147 C 5.41 -14.52 3.79  -1.656
148 C 3.38 -13.99 5.17  -1.663
149 C 5.66 -12.64 1.02  -1.794
150 H 2.95 -11.73 0.57  0.485
151 H 4.12 -10.40 0.48  0.418
152 H 2.98 -10.54 1.87  0.420
153 H 5.86 -10.13 2.14  0.569
154 H 4.61 -10.24 3.22  0.454
155 H 6.87 -10.77 4.47  0.417
156 H 6.97 -12.00 3.46  0.285
157 H 4.59 -11.54 5.36  0.378
158 H 5.88 -12.67 5.67  0.420
159 H 5.03 -15.14 2.98  0.393
160 H 6.38 -14.28 3.36  0.279
161 H 5.44 -15.21 4.63  0.415
162 H 2.64 -14.67 4.74  0.372
163 H 3.86 -14.58 5.95  0.411
164 H 2.87 -13.30 5.85  0.369
165 H 5.09 -13.48 0.61  0.432
166 H 6.57 -13.08 1.43  0.249
167 H 5.91 -12.14 0.09  0.401
168 H 2.36 -13.29 2.03  0.349
169 C 25.36 -18.41 5.47  -1.615
170 C 26.37 -17.19 5.53  1.527
171 C 25.94 -16.13 4.49  -1.107
172 C 24.93 -15.08 4.90  -0.736
173 C 25.34 -14.31 6.08  -1.122
174 C 25.45 -15.26 7.29  1.621
175 N 26.34 -16.47 6.89  0.258
176 O 26.52 -17.37 7.94  -0.520
177 C 26.17 -14.55 8.46  -2.023
178 C 24.07 -15.69 7.81  -1.665
179 C 27.79 -17.62 5.25  -1.906
180 H 24.32 -18.38 5.80  0.295
181 H 25.78 -19.19 6.11  0.383
182 H 25.41 -18.83 4.47  0.433
183 H 26.91 -15.76 4.16  0.376
184 H 25.45 -16.60 3.64  0.326
185 H 23.92 -15.50 4.89  0.404
186 H 24.74 -14.39 4.07  0.413
187 H 24.77 -13.41 6.27  0.499
188 H 26.28 -13.80 5.85  0.324
189 H 27.14 -14.26 8.05  0.457
190 H 25.59 -13.74 8.90  0.385
191 H 26.47 -15.27 9.21  0.434
192 H 23.90 -15.91 8.87  0.364
193 H 23.26 -14.98 7.67  0.335
194 H 23.79 -16.57 7.24  0.268
195 H 28.51 -16.80 5.26  0.455
196 H 27.93 -18.14 4.31  0.384
197 H 28.17 -18.32 5.99  0.390
198 H 27.30 -17.01 8.36  0.363

Its charge is -1. Its electronic energy is -163329.134 eV. The frontier orbital gap is 8.075 eV.

# C5H8O

A single C5H8O molecule (ωB97M-V/def2-TZVPD, the OMol25 dataset).

Each line ends with the Mulliken charge.
Geometry (Å):
1 C 0.50 -0.22 1.64  -0.984
2 C 0.55 -1.15 0.46  -0.210
3 C 0.47 -0.80 -0.83  -0.456
4 C 0.21 0.55 -1.37  -0.179
5 C -0.87 1.27 -1.08  -0.281
6 O -1.89 0.90 -0.26  -0.527
7 H 0.00 0.72 1.42  0.318
8 H 0.00 -0.70 2.49  0.287
9 H 1.52 0.01 1.97  0.269
10 H 0.74 -2.20 0.69  0.361
11 H -1.72 -0.02 0.01  0.386
12 H 0.61 -1.59 -1.58  0.324
13 H 0.91 0.96 -2.09  0.323
14 H -1.05 2.26 -1.50  0.368

The relative energy (zero: lowest compared OMol25 entry of this formula, charge and spin) is 28.8 kcal per mole. Its electronic energy is -7361.005 eV. The structure (SMILES) is C/C=C\C=C/O. The frontier orbital gap is 9.573 eV.